DFT (the ωB97M-V functional and the def2-TZVPD basis) results for C43H53CrN6O5PS as an isolated structure.

Results
Total charge: +1
Spin multiplicity: 4
⟨S²⟩: 3.80
E_HOMO (spin up / spin down), eV: -9.80 / -9.80
Orbital gap (spin up / spin down), Ha: 0.2385 / 0.2348
Largest force on an atom, eV/A: 2.288
Lowest unoccupied orbital energy (spin up / spin down), Eh: -0.122 / -0.125
Total energy, eV: -113171.5837

Each line ends with the Mulliken spin population.
Positions of all 110 atoms, in Å:
Cr (-0.1715, -1.0270, 0.9085)  2.873
N (3.4379, -2.3932, 2.1365)  0.010
C (4.4183, -1.3864, 2.1275)  -0.009
C (5.7420, -1.7022, 1.8608)  0.002
C (6.7141, -0.7156, 1.9177)  -0.001
C (6.3667, 0.5857, 2.2437)  0.002
C (5.0380, 0.9089, 2.4839)  0.000
C (4.0677, -0.0749, 2.4160)  0.010
S (2.3620, 0.2632, 2.7761)  0.010
N (1.5635, -0.9943, 1.9350)  -0.080
C (2.1227, -2.1780, 1.9091)  -0.003
C (1.2223, -3.3110, 1.6913)  0.050
C (1.5849, -4.6508, 1.6533)  -0.019
C (0.5838, -5.6073, 1.6131)  0.010
C (-0.7421, -5.2075, 1.6664)  -0.001
C (-1.0251, -3.8512, 1.6709)  0.047
N (-0.0699, -2.9303, 1.6227)  -0.066
H (3.7722, -3.3333, 2.0022)  -0.002
H (6.0053, -2.7253, 1.6176)  0.000
H (7.7444, -0.9727, 1.7154)  0.000
H (7.1297, 1.3484, 2.3122)  0.000
H (4.7607, 1.9184, 2.7593)  0.000
H (2.6232, -4.9530, 1.6480)  0.000
H (0.8381, -6.6568, 1.5612)  0.000
H (-1.5436, -5.9303, 1.6850)  0.000
H (-2.0438, -3.4846, 1.7029)  0.002
C (-3.4150, 3.5937, 3.2618)  0.000
N (-2.6295, 2.4003, 3.5006)  0.001
N (-2.7627, 1.2340, 2.7748)  -0.009
C (-1.6792, 0.4267, 3.0346)  0.005
O (-1.5126, -0.7001, 2.4925)  0.057
C (-0.8838, 1.1250, 3.9753)  0.017
C (-1.4908, 2.3295, 4.2205)  0.000
C (-1.0700, 3.4447, 5.1070)  0.000
C (-3.9446, 0.8989, 2.0574)  0.003
C (-5.1895, 1.2386, 2.5820)  0.000
C (-6.3374, 0.9854, 1.8508)  0.000
C (-6.2508, 0.3562, 0.6170)  0.000
C (-5.0151, -0.0543, 0.1406)  0.001
C (-3.8555, 0.2243, 0.8468)  -0.003
H (-3.9517, 3.4950, 2.3235)  0.000
H (-2.7545, 4.4572, 3.1884)  0.000
H (-4.1337, 3.7724, 4.0622)  0.000
H (0.0269, 0.7558, 4.4126)  -0.002
H (-0.1930, 3.1496, 5.6764)  0.000
H (-1.8663, 3.7175, 5.7999)  0.000
H (-0.8125, 4.3340, 4.5282)  0.000
H (-5.2703, 1.6750, 3.5684)  0.000
H (-7.3010, 1.2713, 2.2504)  0.000
H (-7.1464, 0.1684, 0.0405)  0.000
H (-4.9418, -0.6040, -0.7881)  0.000
H (-2.8986, -0.1192, 0.4823)  0.010
O (-3.2826, -3.1122, -0.3923)  0.010
C (-2.2263, -2.6573, -0.8055)  -0.023
O (-1.6019, -1.6554, -0.2730)  -0.220
C (-1.5759, -3.2339, -2.0363)  0.001
C (-2.3863, -3.7068, -3.0568)  -0.002
C (-1.8474, -4.2120, -4.2403)  0.000
C (-0.4777, -4.2477, -4.3335)  0.001
O (0.2948, -4.6931, -5.3687)  0.000
C (1.6455, -4.5218, -4.9638)  0.000
O (1.6547, -3.9660, -3.6525)  0.001
C (0.3385, -3.8044, -3.2999)  0.012
C (-0.1802, -3.2828, -2.1449)  0.031
H (-3.4577, -3.6801, -2.9156)  0.000
H (-2.4668, -4.5642, -5.0529)  0.000
H (2.1490, -3.8422, -5.6585)  0.000
H (2.1574, -5.4886, -4.9612)  0.000
H (0.4564, -2.9431, -1.3371)  0.032
C (0.1363, 3.0971, 1.0175)  -0.001
C (-0.2683, 3.0011, -0.4597)  -0.020
C (0.0686, 4.2987, -1.1952)  -0.003
C (-1.7842, 2.7774, -0.4941)  0.013
P (0.5430, 1.4535, -1.2115)  0.086
N (0.3108, 0.2812, -0.1664)  0.018
C (-0.2976, 0.9552, -2.8465)  0.026
C (-1.6495, 0.3071, -2.5330)  -0.005
C (0.5847, -0.1491, -3.4433)  0.009
C (-0.4799, 2.1027, -3.8410)  0.000
C (2.4143, 1.7174, -1.5022)  -0.004
C (2.9837, 2.5412, -0.3468)  0.004
C (3.0924, 0.3386, -1.4685)  0.053
C (2.7408, 2.4590, -2.8015)  -0.001
H (-0.5787, 3.7378, 1.5419)  -0.001
H (1.1236, 3.5323, 1.1509)  0.002
H (0.1252, 2.1122, 1.4821)  0.023
H (-0.4929, 5.1178, -0.7385)  0.000
H (-0.2075, 4.2550, -2.2484)  0.000
H (1.1249, 4.5547, -1.1269)  0.000
H (-2.2748, 3.5445, 0.1111)  0.000
H (-2.0395, 1.8012, -0.0826)  0.003
H (-2.1840, 2.8631, -1.5025)  0.000
H (-1.5490, -0.3944, -1.7102)  0.020
H (-1.9804, -0.2448, -3.4162)  0.000
H (-2.4234, 1.0302, -2.2878)  0.000
H (0.8030, -0.9003, -2.6844)  0.007
H (1.5200, 0.2328, -3.8458)  0.001
H (0.0506, -0.6438, -4.2572)  0.000
H (-1.2430, 2.8051, -3.5050)  0.000
H (-0.8141, 1.6855, -4.7941)  0.000
H (0.4438, 2.6517, -4.0234)  0.000
H (2.7064, 2.1160, 0.6114)  -0.004
H (2.6555, 3.5784, -0.3889)  0.000
H (4.0730, 2.5403, -0.4226)  0.000
H (2.6155, -0.3048, -0.7286)  0.009
H (4.1451, 0.4586, -1.1991)  0.001
H (3.0550, -0.1652, -2.4321)  0.003
H (2.2256, 3.4193, -2.8473)  0.000
H (2.4935, 1.8819, -3.6891)  0.000
H (3.8164, 2.6506, -2.8242)  0.000